C35H33NO2PdS4Si | ωB97M-V/def2-TZVPD

## Properties
Total energy (eV): -97112.8831
HOMO-LUMO gap (Ha): 0.1397
Net charge: -2
Spin multiplicity: 1
ΔE to the lowest compared entry with this formula, charge and spin (eV): 2.362

CARTESIAN COORDINATES (ANGSTROEM)
C: 3.67 -0.84 0.83
H: -0.55 3.93 -0.76
C: -2.15 -2.65 -0.74
C: 5.18 0.26 -1.01
H: 8.44 -0.89 -2.72
C: -0.54 -0.74 4.00
H: -3.40 -5.63 -1.85
C: -3.27 3.19 -5.12
Pd: 0.07 0.38 -0.82
C: -2.42 -3.75 -1.59
H: -4.18 4.13 2.50
C: -3.89 3.30 1.87
C: -3.26 1.94 -4.51
N: -1.32 -1.72 -1.25
H: -4.73 0.09 1.23
C: -0.15 0.28 6.14
C: -2.59 4.24 -4.52
C: -1.91 2.80 -2.69
C: -4.19 1.03 1.16
C: 6.40 0.49 -0.40
H: 4.16 -0.48 -2.72
C: 5.13 -0.35 -2.26
C: 0.66 1.24 5.53
H: -2.55 -1.79 1.19
C: -0.75 -0.70 5.36
C: 2.96 -2.00 0.16
H: 1.33 -1.84 2.23
H: -1.02 -1.50 3.40
C: 0.77 -1.48 1.36
H: 3.16 -2.91 0.75
S: -1.59 -3.55 -3.10
H: -3.97 -3.67 1.92
H: -2.59 5.21 -4.99
O: 2.64 0.61 -1.26
H: -5.41 1.99 2.65
H: 6.26 -1.25 -3.84
H: -3.80 3.34 -6.06
H: -1.38 -1.44 5.83
H: 8.53 0.27 -0.54
C: -3.53 -3.68 0.93
H: 1.23 -0.99 -0.69
H: -0.23 -1.92 1.37
H: -2.31 4.37 0.91
C: -2.44 2.37 0.16
C: 1.45 -1.81 0.04
H: 6.42 0.98 0.57
C: -2.58 1.75 -3.32
C: -4.58 2.10 1.96
C: -0.89 -1.97 -2.45
H: 1.03 -2.74 -0.36
C: 0.31 0.18 3.38
C: -2.73 -2.63 0.54
H: -4.41 -5.57 0.42
H: -1.40 4.86 -2.86
S: 3.61 0.75 -0.18
H: -0.31 0.30 7.21
H: -2.56 0.77 -2.87
H: -2.82 0.33 -0.32
C: 6.30 -0.76 -2.87
S: 0.43 0.35 1.55
C: -3.78 -4.76 0.09
C: -1.93 4.03 -3.32
H: 1.12 2.01 6.13
C: 7.52 -0.55 -2.25
H: 3.21 -0.58 1.78
C: 0.88 1.19 4.17
H: 3.39 -2.16 -0.83
Si: -0.93 2.47 -1.06
C: -3.13 1.17 0.28
H: 1.50 1.91 3.67
C: 7.57 0.09 -1.01
H: -3.77 1.11 -4.99
C: -3.22 -4.79 -1.18
S: 0.19 -1.12 -3.36
O: 1.73 1.06 1.46
C: -2.84 3.43 0.97
H: 4.73 -1.07 1.00

Atomic partial charges in e from the Mulliken method, atoms 1 to 6: atom 1 (C): -0.9760, atom 2 (H): -0.5067, atom 3 (C): -1.3648, atom 4 (C): 0.3960, atom 5 (H): 0.3472, atom 6 (C): -0.0876


C35H34BF6NO2S | ωB97M-V/def2-TZVPD

## Properties
Total energy (eV): -70249.8366
HOMO-LUMO gap (Ha): 0.1414
Spin multiplicity: 1
ΔE to the lowest compared entry with this formula, charge and spin (eV): 1.443

CARTESIAN COORDINATES (ANGSTROEM)
C: -0.72 4.70 -4.23
H: 2.52 0.73 -2.08
B: -0.43 1.61 -1.81
C: -1.26 -3.93 0.97
F: -2.78 4.13 3.35
C: -3.68 1.46 0.30
C: 1.55 -0.48 2.29
C: -1.76 -5.16 0.20
H: -0.75 -3.49 3.06
H: 0.92 -0.31 -3.48
H: 4.66 -0.51 3.74
H: -3.01 0.58 -1.56
S: -1.78 2.38 -4.28
C: 2.15 -2.57 -0.02
F: -5.88 1.24 1.19
H: 3.44 -0.95 0.51
C: -2.25 -2.79 0.75
F: -1.49 5.21 1.92
N: 0.77 -4.27 -0.47
O: -0.68 0.32 -2.39
C: 2.80 -0.97 2.76
C: 3.69 -0.14 3.43
C: -0.74 2.75 -2.92
C: 3.31 -1.82 -0.13
C: 0.58 -0.30 -2.43
H: -1.11 -6.03 0.35
C: -0.23 4.02 -3.06
H: -0.43 5.72 -4.49
H: 4.80 1.82 5.20
C: -2.16 3.02 1.33
H: 1.81 0.01 -0.62
C: 0.10 -3.50 0.40
H: -1.98 5.40 -6.47
H: 4.87 -3.55 -2.62
H: -2.02 -1.91 1.34
H: 0.48 4.45 -2.37
C: 4.28 -2.19 -1.06
H: -0.31 3.37 0.27
H: 5.23 2.27 3.55
H: 0.49 -1.34 -2.06
C: 1.56 0.55 -1.55
H: -2.08 3.74 -7.06
F: -4.78 -0.60 0.65
C: -4.98 0.73 0.30
C: 1.17 0.80 2.77
H: -0.44 -0.99 1.69
C: -2.30 4.38 -6.21
C: -2.76 1.25 -0.73
C: -1.24 2.81 0.30
F: -5.57 0.72 -0.93
C: 3.37 1.20 3.69
H: 0.13 1.10 2.67
C: -1.80 3.97 2.41
H: 3.05 -2.02 2.62
H: -1.85 -4.94 -0.87
H: 0.43 -5.15 -0.88
H: 2.79 -4.98 -2.37
C: 4.10 -3.32 -1.88
C: 4.39 2.15 4.24
H: -3.38 4.40 -6.05
H: -3.27 -3.10 1.02
C: -1.12 -4.31 2.45
H: -2.26 -2.50 -0.31
H: -2.10 -4.62 2.85
C: 2.03 -3.75 -0.77
C: -3.38 2.34 1.34
H: -0.44 -5.16 2.57
H: -4.10 2.52 2.13
F: -0.67 3.53 3.09
C: -1.59 3.94 -4.99
C: 2.96 -4.12 -1.73
H: -2.75 -5.44 0.56
H: 5.17 -1.57 -1.15
C: 0.90 -2.36 0.71
C: -1.56 1.92 -0.68
H: 1.79 2.63 3.69
C: 2.08 1.63 3.40
H: 3.93 3.14 4.38
O: 0.92 1.76 -1.28
C: 0.61 -1.24 1.52

Atomic partial charges in e from the Mulliken method, atoms 1 to 6: atom 1 (C): -0.6494, atom 2 (H): 0.3101, atom 3 (B): 1.6447, atom 4 (C): 2.5724, atom 5 (F): -0.3087, atom 6 (C): 0.3584


C35H34ClIN5O9P | ωB97M-V/def2-TZVPD

## Properties
Total energy (eV): -92631.6923
HOMO-LUMO gap (Ha): 0.2349
Spin multiplicity: 1

CARTESIAN COORDINATES (ANGSTROEM)
H: 4.50 -0.86 1.96
H: -0.55 -1.93 -1.64
C: -0.58 -4.12 -2.03
O: 1.44 3.82 -0.64
C: -2.83 2.41 -2.06
H: -7.18 0.54 3.96
C: -2.39 0.85 -0.01
H: 6.32 -0.41 1.12
O: -5.54 0.09 2.00
C: 4.01 -2.08 0.29
C: -2.51 -1.58 0.33
H: -2.29 3.36 -2.18
H: 0.96 -2.66 -2.20
C: 0.75 -0.32 1.77
N: 3.51 -2.09 -0.87
O: 1.00 -0.90 2.80
H: 3.75 4.76 0.24
H: -4.89 0.08 -3.12
H: 5.21 1.22 -3.12
O: -1.62 -4.42 -1.14
C: -1.15 0.80 0.61
C: -5.34 -1.92 5.55
H: -0.97 1.47 -2.54
N: -4.53 -0.68 -2.56
H: 5.82 1.51 -0.84
C: 4.09 2.98 -2.57
H: 5.95 -3.12 0.07
H: -2.98 -3.64 0.92
C: -0.14 -2.69 -2.32
H: -5.38 0.86 -0.87
H: -2.33 0.32 -2.63
C: 5.25 2.31 -3.31
C: 5.33 0.78 -0.19
C: 3.61 -1.08 1.37
C: -1.27 -1.59 0.99
C: 0.68 3.61 -1.68
H: 2.92 -1.60 2.06
H: -2.18 1.53 -3.90
C: -2.66 -3.51 -1.19
H: 5.17 2.44 -4.39
H: 3.95 -2.88 -1.36
H: 5.30 -0.16 -0.77
C: -2.02 1.35 -2.83
H: -0.32 -2.44 -3.37
C: -3.07 -0.39 -0.15
C: -6.43 -0.23 4.15
N: 6.20 0.59 1.01
Cl: -4.48 2.70 -2.75
C: 4.19 4.61 -0.75
O: 0.00 -5.03 -2.55
O: -3.09 -3.15 -2.24
H: -7.05 -0.69 6.12
C: -4.45 -1.55 3.29
H: 4.58 -4.11 0.80
P: -4.72 -0.38 -1.03
C: 1.21 1.77 0.56
O: -5.28 -2.52 6.60
H: -3.64 -2.97 4.64
O: -0.68 3.12 1.15
C: -0.62 -0.38 1.11
C: 1.75 0.57 1.04
C: -5.48 -0.51 3.05
N: 4.25 3.18 -1.14
H: -4.32 -2.83 0.09
H: -5.49 -1.41 -0.44
H: 6.20 2.66 -2.90
C: -3.23 -2.93 0.13
C: 5.06 -3.13 0.72
C: 3.87 1.13 0.10
H: -2.52 3.01 0.00
H: 5.42 -2.89 1.74
H: -4.03 2.17 -0.21
C: -0.27 2.04 0.81
H: 3.56 5.14 -1.48
H: -3.76 -1.74 2.48
N: 0.25 3.59 -2.76
C: -4.39 -2.21 4.45
H: 5.63 0.86 1.81
H: 5.19 5.05 -0.83
C: -6.37 -0.88 5.31
O: 3.12 3.30 -3.19
C: 3.36 2.35 -0.39
I: -0.44 -3.39 1.75
C: 3.07 0.23 0.83
C: -2.97 2.16 -0.52
C: 2.02 2.63 -0.14

Atomic partial charges in e from the Mulliken method, atoms 1 to 6: atom 1 (H): 0.2748, atom 2 (H): -0.0768, atom 3 (C): 0.5237, atom 4 (O): -0.4805, atom 5 (C): 0.4721, atom 6 (H): 0.4502